No. 1
14
Properties=species:S:1:pos:R:3:forces:R:3:nbo_charge:R:1 method="wB97M-V/def2-TZVPD" homo_ev=-9.000 lumo_energy_ev=-0.74 gap_ev=8.26 smiles="c1c[nH]nn1.C=[SiH2]"
C -2.5580 0.8273 -1.2891 2.048 -0.435 1.591 -0.136
C -1.9411 -0.2650 -0.7254 -2.226 1.089 -1.495 -0.074
N -0.7767 0.1323 -0.3399 2.051 -0.368 1.006 -0.354
N -0.5772 1.4451 -0.5939 -1.080 -0.557 0.498 -0.096
N -1.7076 1.8582 -1.1032 0.526 0.888 -1.100 -0.237
H -3.4891 0.8151 -1.7436 -1.473 0.641 -0.661 0.210
H -2.3757 -1.1896 -0.6202 -0.293 -2.152 0.365 0.215
H -0.1090 -0.4953 0.1385 0.036 1.043 -0.193 0.441
C 1.7344 -1.1790 0.5764 1.252 1.166 1.476 -1.219
Si 2.4649 0.1391 1.4260 0.181 -1.343 1.565 1.091
H 1.7580 -2.2083 0.8277 -0.705 -0.675 1.019 0.253
H 1.5762 -1.0648 -0.4360 0.230 0.314 -2.327 0.222
H 2.4706 0.1844 2.9938 0.062 -0.105 -1.461 -0.164
H 3.5302 1.0003 0.8889 -0.611 0.496 -0.283 -0.150

***

No. 2
14
Properties=species:S:1:pos:R:3:forces:R:3:nbo_charge:R:1 method="wB97M-V/def2-TZVPD" homo_ev=-12.875 lumo_energy_ev=-5.75 gap_ev=7.12 charge=+1
H -0.5263 -3.6436 0.0332 1.112 1.760 1.261 0.421
N -0.0889 -2.7101 -0.2210 0.721 0.271 -1.892 -0.429
N 0.8125 -2.1103 0.3827 -1.501 -1.967 1.425 0.172
N 1.6607 -1.2833 0.0979 1.050 0.863 -1.129 -0.093
C 2.0722 -0.0412 0.1433 0.285 -4.392 -0.252 0.093
N 1.1869 0.9383 0.3060 -3.200 3.014 -0.241 -0.450
C -0.1526 1.1045 0.1667 1.183 -0.335 0.359 0.247
C -1.1838 0.1751 -0.3771 1.560 -2.441 -1.969 -0.761
H 3.1579 0.1295 0.0957 -0.848 0.242 -0.104 0.261
H 1.6610 1.8282 0.3511 -0.025 0.448 0.712 0.441
H -0.4312 2.0948 0.5656 -0.048 -0.416 -0.793 0.237
H -1.6368 -0.4870 0.3474 -0.451 0.393 0.770 0.294
H -0.6924 -0.7741 -0.9765 -0.782 2.533 0.823 0.274
H -1.9759 0.6245 -1.0387 0.941 0.027 1.029 0.294

***

No. 3
14
Properties=species:S:1:pos:R:3:forces:R:3:nbo_charge:R:1 method="wB97M-V/def2-TZVPD" homo_ev=-12.871 lumo_energy_ev=-3.77 gap_ev=9.10 smiles=Nn1cc[n+](N)c1 charge=+1
N 2.4100 0.3875 0.0352 5.976 0.370 0.179 -0.608
N 1.1418 0.0808 0.1322 -2.986 -2.628 -0.330 -0.088
C 0.5947 -1.1867 -0.1237 1.085 -0.915 0.754 -0.139
C -0.7817 -1.1464 -0.2101 0.334 0.105 0.712 0.002
N -1.2165 0.0876 -0.0096 5.359 4.601 0.126 -0.122
N -2.5073 0.5662 0.0221 -0.255 -0.803 1.129 -0.612
C 0.2139 0.9811 0.2626 -5.471 -2.335 -0.869 0.159
H 2.6777 1.2974 0.4058 -0.600 -0.196 -0.097 0.402
H 3.2952 -0.2555 0.1860 -3.411 0.758 -0.302 0.446
H 1.1907 -2.0896 0.0832 -0.242 0.768 -0.573 0.256
H -1.4595 -2.0077 -0.2574 0.399 0.463 -0.181 0.263
H -3.0438 -0.2012 -0.3055 -1.073 -0.395 -0.188 0.380
H -2.8218 1.4423 -0.3757 1.147 0.052 -0.450 0.413
H 0.3067 2.0442 0.1549 -0.262 0.154 0.090 0.249

***

No. 4
14
Properties=species:S:1:pos:R:3:forces:R:3:nbo_charge:R:1 method="wB97M-V/def2-TZVPD" homo_ev=-15.166 lumo_energy_ev=-6.39 gap_ev=8.77 charge=+1
C 0.1026 -0.1325 0.7874 1.950 -3.062 -0.244 0.418
C -0.8978 0.8388 -1.0538 0.704 -0.048 -1.356 0.561
C -0.5310 -1.0209 1.8524 5.047 0.126 0.660 -0.700
N -1.3636 1.2569 -2.2464 0.450 -0.389 -0.156 0.051
N -0.5073 0.2758 -2.2640 -1.762 1.011 1.572 0.096
N 1.2370 -0.2477 0.2331 -1.221 1.129 -0.202 -0.581
N -0.7483 0.8611 0.2079 0.392 -0.734 -1.181 -0.509
H 1.4290 0.4082 -2.5565 2.078 1.714 -0.620 -0.039
H 0.5173 -1.4359 2.2252 -2.480 0.395 0.020 0.255
H -1.1090 -1.8777 1.6314 -0.812 -0.531 -1.022 0.271
H -0.9530 -0.4661 2.6465 -0.593 0.627 0.864 0.244
H 1.9706 -0.9362 0.4216 -0.918 0.002 0.644 0.412
H 1.9950 0.9868 -2.7347 -1.553 -1.601 0.489 0.063
H -1.1415 1.4894 0.8498 -1.282 1.360 0.531 0.459

***

No. 5
14
Properties=species:S:1:pos:R:3:forces:R:3:nbo_charge:R:1 method="wB97M-V/def2-TZVPD" homo_ev="-14.260 / -14.533" s_squared=2.038 lumo_energy_ev="-4.70 / -8.17" gap_ev="9.56 / 6.36" charge=+1 spin_multiplicity=3
C 1.7998 -1.5405 -0.4818 1.003 -3.292 -4.811 -0.129
C 1.0544 -0.7836 0.2946 -3.889 2.064 1.361 0.199
C 1.5366 0.3278 1.1291 -0.667 0.152 0.492 -0.672
N -0.2731 -1.0868 0.1692 3.694 -1.500 -0.829 -0.137
N -2.5624 -0.8405 0.4203 3.752 -0.122 0.741 0.180
N -1.4048 -0.8892 0.4420 -6.156 0.943 0.357 0.236
N -3.4937 0.5001 -1.3977 -1.204 1.000 0.966 -0.597
H 1.3436 -2.3761 -1.1858 0.980 1.725 1.973 0.259
H 2.7632 -1.1738 -0.7946 0.515 -0.297 0.440 0.233
H 2.4410 0.7750 0.7230 0.003 -0.075 0.228 0.269
H 0.7632 1.0788 1.3424 0.277 -0.157 -0.335 0.258
H 1.6959 -0.1851 2.0714 0.627 0.297 0.571 0.272
H -3.4022 1.3276 -0.7256 -0.378 -1.052 -1.155 0.302
H -4.5456 0.3485 -1.4685 1.442 0.314 0.001 0.328

***

No. 6
15
Properties=species:S:1:pos:R:3:forces:R:3:nbo_charge:R:1 method="wB97M-V/def2-TZVPD" homo_ev="-13.641 / -13.642" lumo_energy_ev="-5.03 / -5.03" gap_ev="8.61 / 8.61" charge=+1
N -0.6379 -1.4396 0.0673 -0.197 -0.629 -0.025 -0.574
N -1.7371 -0.8292 -0.3107 -0.676 -0.281 -0.093 -0.079
C -1.9646 0.4267 -0.1254 -0.285 -0.219 0.142 -0.147
C -0.9807 1.4253 0.1369 0.654 -0.304 -0.254 0.189
N 0.2809 1.2075 0.0623 -0.117 0.670 0.270 -0.478
C 1.1442 0.2605 -0.1633 0.951 0.560 -0.132 0.803
N 1.8916 -0.2348 0.8285 -0.017 -0.065 -0.327 -0.777
O 1.5157 -0.1016 -1.3700 0.305 -0.201 0.188 -0.610
H -0.6829 -2.4343 -0.1322 0.035 0.199 0.201 0.411
H -0.1515 -1.1996 0.9267 -0.243 0.005 -0.141 0.378
H -2.9576 0.7592 -0.3861 -0.065 0.078 -0.081 0.241
H -1.2842 2.4620 0.2232 -0.085 0.055 0.090 0.237
H 1.8346 0.1669 1.7501 -0.029 0.109 -0.049 0.435
H 2.7288 -0.7452 0.5903 -0.043 -0.086 -0.028 0.440
H 1.0007 0.2762 -2.0977 -0.188 0.108 0.238 0.531

***

No. 7
15
Properties=species:S:1:pos:R:3:forces:R:3:nbo_charge:R:1 method="wB97M-V/def2-TZVPD" homo_ev=-12.352 lumo_energy_ev=-4.15 gap_ev=8.20 charge=+1
H -1.3069 2.9856 -0.4670 0.639 -0.148 -0.062 0.386
N -1.4446 1.9809 -0.5349 -1.008 1.961 -0.133 -0.542
C -0.6770 1.1205 -0.1306 -3.043 -3.369 -1.234 0.316
N 0.5996 1.2050 0.3616 2.960 -0.322 1.692 -0.434
N 1.2412 -0.0815 0.5156 0.879 -2.152 0.299 -0.369
C 0.8117 -1.0987 -0.5691 -0.412 1.010 1.325 -0.028
N -0.5004 -1.3950 -0.2712 -1.183 2.830 -0.195 -0.630
C -1.4134 -0.3661 -0.1686 0.716 1.736 1.672 -0.017
S -2.9592 -0.4272 0.3488 1.108 -0.465 -0.847 0.132
H 0.6995 1.6313 1.2858 -0.252 0.535 -0.477 0.413
H 1.1021 -0.5692 1.4631 -0.304 0.914 -1.409 0.436
H 2.2690 -0.1268 0.3838 -0.361 1.455 0.176 0.445
H 1.4569 -1.9017 -0.4104 0.918 -1.604 0.124 0.233
H 0.9945 -0.6907 -1.5279 0.271 0.971 -0.950 0.228
H -0.8730 -2.2665 -0.2789 -0.928 -3.354 0.017 0.431

***

No. 8
15
Properties=species:S:1:pos:R:3:forces:R:3:nbo_charge:R:1 method="wB97M-V/def2-TZVPD" homo_ev="-10.765 / -14.601" s_squared=2.021 lumo_energy_ev="-4.29 / -7.73" gap_ev="6.48 / 6.87" charge=+1 spin_multiplicity=3
C 1.0856 0.9536 -0.1305 1.981 3.109 -3.809 -0.049
C 0.7123 1.1198 -1.5494 -0.483 -3.877 1.320 -0.586
C 0.5606 -0.3785 1.8672 1.591 -1.211 0.985 -0.448
N -2.4029 -1.2489 -0.8434 -0.078 0.635 -0.234 -0.338
N -1.6635 -1.2246 0.1658 -0.420 -1.593 2.078 0.013
N -0.7910 -0.2643 -0.0613 1.167 1.882 -3.947 -0.032
N 0.3073 0.2079 0.5981 -4.889 -3.367 2.475 -0.160
S -0.9830 0.1845 -1.7517 3.458 1.840 0.545 0.665
H 2.0470 1.2927 0.1350 0.686 -0.008 1.031 0.244
H 0.7131 2.0680 -1.8795 -0.847 3.764 -0.938 0.255
H 1.5926 0.7519 -2.1059 -0.733 -0.922 -0.589 0.273
H -0.2801 -0.2032 2.5394 -0.335 -0.721 -0.253 0.248
H 1.3335 0.2996 2.3782 -0.441 -1.663 -0.997 0.266
H 0.8114 -1.5486 1.6200 -0.297 2.841 1.466 0.244
H -3.0428 -2.0097 -0.9818 -0.360 -0.709 0.868 0.406